41
Properties=species:S:1:pos:R:3 method="wB97M-V/def2-TZVPD" total_charge=+1 de_lowest_kcal_mol=38.7 homo_ev="-11.062 / -11.061" orbital_gap_ha="0.2222 / 0.2240"
Pd -0.3513 0.4301 0.7783
C 3.0691 1.9970 0.1333
P 1.2859 2.1735 0.4713
C 1.2199 3.4979 1.7227
C 0.6288 2.9950 -1.0485
C -0.9058 3.0652 -1.0368
P -1.6735 1.3889 -0.9763
C -1.6435 0.8548 -2.7211
C -3.4353 1.7030 -0.6489
H 3.4833 2.9484 -0.2031
H 3.2396 1.2373 -0.6283
H 3.5728 1.6905 1.0494
H 1.6858 4.4046 1.3329
H 1.7505 3.1822 2.6201
H 0.1866 3.7096 1.9909
H 0.9803 2.4273 -1.9144
H 1.0562 3.9974 -1.1136
H -1.2698 3.5950 -1.9197
H -1.2516 3.6090 -0.1548
H -2.0730 1.6384 -3.3461
H -2.2266 -0.0579 -2.8360
H -0.6202 0.6573 -3.0393
H -3.8153 2.4892 -1.3032
H -3.5781 2.0001 0.3882
H -3.9990 0.7873 -0.8269
Br 0.6716 -5.0119 3.3872
C 0.8264 -5.0948 1.5076
C 1.1879 -6.3039 0.9292
C 1.3195 -6.4071 -0.4454
C 1.0937 -5.3023 -1.2519
C 0.7304 -4.0916 -0.6849
C 0.5975 -3.9959 0.6884
I 0.0049 -2.1418 1.5750
H 1.3640 -7.1568 1.5696
H 1.5987 -7.3549 -0.8847
H 1.1992 -5.3815 -2.3253
H 0.5518 -3.2307 -1.3146
F -0.6494 1.1350 3.4058
C -1.4360 1.1488 2.3305
F -2.4827 0.3670 2.5692
F -1.8932 2.4011 2.1739



83
Properties=species:S:1:pos:R:3 method="wB97M-V/def2-TZVPD" total_charge=+1 de_lowest_kcal_mol=6.7 homo_ev=-10.905 orbital_gap_ha=0.1835
Pt 0.1376 0.3245 0.2874
O 0.1205 2.8756 2.3688
C 0.7730 1.9038 2.7905
O 0.3929 0.6971 2.8979
C 2.2593 2.0389 3.0057
C 2.8590 2.9657 3.8414
C 4.2337 2.9326 4.0302
C 5.0071 1.9735 3.3910
C 4.4178 1.0686 2.5215
C 3.0440 1.1189 2.2935
P 2.2590 -0.0461 1.1325
C 2.6430 -1.6551 1.8865
C 2.5974 -1.7584 3.2761
C 2.9211 -2.9567 3.8944
C 3.3004 -4.0538 3.1320
C 3.3522 -3.9529 1.7487
C 3.0207 -2.7586 1.1235
C 3.2370 0.0146 -0.4320
C 2.7084 -0.6869 -1.5248
C 3.3108 -0.6273 -2.7701
C 4.4403 0.1609 -2.9585
C 4.9605 0.8764 -1.8940
C 4.3662 0.8033 -0.6376
H 2.2434 3.6815 4.3718
H 4.7055 3.6430 4.6975
H 6.0718 1.9226 3.5795
H 5.0244 0.3063 2.0469
H 2.3025 -0.8998 3.8677
H 2.8779 -3.0338 4.9734
H 3.5618 -4.9865 3.6157
H 3.6646 -4.8014 1.1534
H 3.0676 -2.6889 0.0446
H 1.8150 -1.2842 -1.3921
H 2.8938 -1.1856 -3.5992
H 4.9035 0.2231 -3.9350
H 5.8353 1.4987 -2.0350
H 4.7876 1.3775 0.1733
C -0.5664 -2.4741 3.2409
Sb -1.1146 -1.7147 1.3479
C -1.5909 -3.5448 0.3677
C -3.0162 -0.9086 1.8342
H -1.4390 -2.9873 3.6463
H -0.2753 -1.6453 3.8813
H 0.2578 -3.1758 3.1347
H -2.5275 -3.9139 0.7871
H -0.7970 -4.2616 0.5724
H -1.7004 -3.4142 -0.7066
H -3.7065 -1.7231 2.0538
H -3.4050 -0.3078 1.0152
H -2.8910 -0.2792 2.7134
F -3.5197 -1.4453 -1.4331
C -4.4558 -1.0326 -2.2878
C -5.4960 -1.8321 -2.5386
F -5.5484 -3.0039 -1.9377
C -6.5660 -1.4485 -3.4480
C -6.4140 -0.1355 -4.0574
C -5.3524 0.6454 -3.8247
F -5.2840 1.8278 -4.4117
C -4.2911 0.2560 -2.9215
C -3.2141 1.0496 -2.6827
C -2.2368 0.7635 -1.6795
N -1.4915 0.6249 -0.8226
C -2.9323 2.2659 -3.3948
N -2.5967 3.2391 -3.9054
F -7.3546 0.3037 -4.8670
C -7.6228 -2.2513 -3.7040
C -7.7810 -3.5561 -3.1220
N -7.9699 -4.5993 -2.6823
C -8.7024 -1.8831 -4.5779
N -9.6043 -1.6450 -5.2469
C -0.9199 4.1163 -0.2876
Sb 0.7055 2.7773 -0.4020
C 2.3804 3.8849 0.2525
C 1.0796 2.7812 -2.5015
H -0.6501 5.0127 -0.8453
H -1.1101 4.3498 0.7567
H -1.8017 3.6692 -0.7428
H 2.4731 4.7479 -0.4075
H 3.2767 3.2724 0.1825
H 2.2219 4.2067 1.2789
H 0.9751 3.7983 -2.8824
H 0.3677 2.1391 -3.0197
H 2.0910 2.4203 -2.6916



91
Properties=species:S:1:pos:R:3 method="wB97M-V/def2-TZVPD" homo_ev=-8.269 orbital_gap_ha=0.3117
Br -17.7947 26.7963 -16.3609
C -17.0478 27.1184 -18.2661
C -16.9822 28.5989 -18.5522
Br -16.8948 29.0034 -20.4693
H -17.7534 26.6856 -18.9753
H -15.9912 26.9125 -18.4377
H -16.0871 29.0303 -18.1043
H -17.8009 29.2359 -18.2172
C -17.6048 33.2259 -13.5516
C -16.7335 33.5040 -14.7963
C -17.3493 32.7919 -16.0568
O -17.2275 31.4142 -15.7976
C -17.2586 30.6897 -17.0238
N -16.5410 34.9089 -14.9721
H -18.5763 33.7195 -13.5270
H -17.0813 33.5225 -12.6428
H -17.5889 32.1458 -13.4056
H -15.7417 33.0986 -14.5957
H -16.7829 33.1431 -16.9193
H -18.3724 33.1418 -16.1947
H -16.3737 30.9232 -17.6158
H -18.0519 31.0022 -17.7028
H -17.3953 29.6149 -16.9047
H -15.7147 35.0464 -14.4078
H -17.3116 35.3484 -14.4895
C -13.3929 33.4893 -19.6068
C -14.7559 32.8060 -19.2909
C -14.7127 31.4765 -18.4359
O -13.6470 30.5851 -18.9132
C -14.0072 29.6504 -19.9667
N -15.6909 33.7070 -18.7307
H -12.9534 33.8696 -18.6847
H -13.4450 34.4189 -20.1735
H -12.6716 32.8035 -20.0513
H -15.2713 32.5154 -20.2063
H -15.6330 30.8926 -18.4261
H -14.4318 31.7243 -17.4122
H -14.3945 30.1918 -20.8299
H -14.6843 28.8976 -19.5631
H -13.0744 29.1240 -20.1693
H -15.5487 33.6083 -17.7357
H -15.1329 34.5423 -18.8357
C -18.6396 23.7421 -16.0553
C -19.5747 25.0249 -15.7806
C -20.9816 24.8770 -16.3842
O -21.5492 26.2067 -16.3888
C -22.9020 26.0749 -16.6048
N -19.5674 25.3586 -14.3458
H -19.2623 22.8675 -16.2439
H -17.7792 23.4223 -15.4674
H -17.9778 23.8739 -16.9113
H -19.0454 25.8801 -16.2008
H -21.4969 24.1427 -15.7651
H -20.8245 24.3583 -17.3299
H -23.5490 26.0089 -15.7301
H -23.1757 25.4838 -17.4788
H -23.1093 27.0974 -16.9205
H -20.0466 26.2443 -14.2686
H -20.1532 24.5944 -14.0410
C -20.1256 28.8925 -21.2889
C -19.6844 27.4418 -20.9210
C -20.0203 26.8492 -19.6137
O -19.5609 25.5430 -19.5862
C -19.3081 24.9384 -18.2878
N -20.0825 26.6546 -22.0549
H -20.1614 29.5448 -20.4164
H -21.1626 28.8004 -21.6117
H -19.5316 29.3563 -22.0765
H -18.5999 27.4112 -21.0257
H -21.0877 27.0080 -19.4603
H -19.5436 27.4173 -18.8148
H -20.1499 24.9717 -17.5961
H -18.4166 25.2864 -17.7660
H -19.1022 23.8825 -18.4633
H -19.6398 27.0178 -22.8868
H -19.4807 25.8805 -21.8124
C -14.0830 28.6157 -15.7041
Cl -15.6837 28.3867 -16.4739
Cl -14.3233 29.0636 -13.9677
H -13.5749 27.6516 -15.7286
H -13.4712 29.3015 -16.2901
C -17.0711 30.3300 -22.4357
Cl -16.1875 28.8455 -22.7541
Cl -15.9324 31.6772 -22.2670
H -17.7065 30.5523 -23.2929
H -17.7637 30.1754 -21.6084
C -19.9644 28.2677 -16.9847
Cl -19.3744 29.8588 -17.4148
Cl -21.6924 28.2039 -17.5219
H -19.5299 27.4054 -17.4905
H -19.9364 28.1355 -15.9031



56
Properties=species:S:1:pos:R:3 method="wB97M-V/def2-TZVPD" total_charge=+1 de_lowest_kcal_mol=0.0 homo_ev=-11.956 orbital_gap_ha=0.2994
Ir -0.4584 -0.4844 0.4614
N 3.8667 -2.7579 1.0002
C 3.2342 -1.3858 0.8720
C 4.3382 -0.3334 0.9297
P 2.4280 -1.4437 -0.8133
O 2.6776 -0.0068 -1.4566
O 3.1455 -2.5354 -1.5080
O 0.9271 -1.5265 -0.6158
P 2.0786 -1.1571 2.2909
O 1.3807 -2.6266 2.2891
O 2.8141 -0.8914 3.5309
O 1.0377 -0.1492 1.8155
H 4.0785 -3.0619 0.0284
H 3.1843 -3.4135 1.3920
H 4.6912 -2.7382 1.5998
H 5.0543 -0.4686 0.1162
H 4.8548 -0.3831 1.8897
H 3.9020 0.6603 0.8362
H 3.4139 -0.0141 -2.0809
H 1.2494 -2.9408 3.1940
O -2.6522 -0.5225 -3.0891
S -2.6804 -1.5864 -2.1360
O -2.0418 -2.8264 -2.4146
N -2.1337 -0.9712 -0.6569
C -3.0678 -0.9660 0.2674
S -2.4462 -0.3709 1.7311
C -4.3730 -1.4653 -0.1576
C -5.5476 -1.5884 0.5632
C -6.6608 -2.0978 -0.0929
C -6.5936 -2.4709 -1.4314
C -5.4109 -2.3496 -2.1575
C -4.3172 -1.8439 -1.4949
H -5.5944 -1.2987 1.6049
H -7.5927 -2.2073 0.4444
H -7.4751 -2.8643 -1.9190
H -5.3569 -2.6419 -3.1973
C -1.4035 2.7116 1.2512
P -0.5096 1.6865 0.0635
C -1.3050 1.9862 -1.5235
C 1.1331 2.4206 0.0041
C 1.8275 2.6607 1.1927
C 3.0705 3.2694 1.1559
C 3.6270 3.6424 -0.0623
C 2.9410 3.4075 -1.2443
C 1.6977 2.7942 -1.2134
H -1.0181 2.5520 2.2580
H -2.4627 2.4672 1.2359
H -1.2549 3.7562 0.9748
H -1.2434 3.0421 -1.7895
H -2.3514 1.6934 -1.4380
H -0.8532 1.3744 -2.3027
H 1.4080 2.3639 2.1442
H 3.6029 3.4579 2.0788
H 4.5950 4.1258 -0.0867
H 3.3696 3.7069 -2.1914
H 1.1749 2.6103 -2.1421



63
Properties=species:S:1:pos:R:3 method="wB97M-V/def2-TZVPD" spin_multiplicity=4 total_charge=+2 de_lowest_kcal_mol=0.0 homo_ev="-14.379 / -14.038" orbital_gap_ha="0.2690 / 0.1926" s2=3.78
Tc 3.0614 -1.0452 0.8417
N 3.9965 -2.8947 0.1255
C 4.3306 -3.5827 1.3866
C 5.0044 -2.5491 2.3008
O 5.8167 -2.8722 3.0870
O 4.7830 -1.2654 1.8732
H 3.4461 -3.5165 -0.5358
H 4.8996 -2.7000 -0.3476
H 4.9813 -4.4028 1.2065
H 3.3468 -3.8857 1.7880
Se -2.3988 -0.2558 -3.4384
P -2.2980 -0.8425 -1.3758
C -2.6288 0.1460 0.1214
C -3.7156 1.0108 0.0775
C -3.9247 1.9248 1.0444
C -3.1278 1.8466 2.2012
C -2.0605 0.9517 2.2932
C -1.8184 0.0457 1.2492
C -3.2891 -2.3217 -1.0459
C -4.1040 -2.5028 0.0765
C -4.9842 -3.5737 0.1081
C -5.0793 -4.5072 -0.9632
C -4.1476 -4.3829 -2.0141
C -3.3114 -3.2478 -2.0846
C -0.5828 -1.2133 -1.2318
C 0.5347 -0.4492 -0.7065
N 1.4152 -1.3750 -0.2277
N 0.9453 -2.6327 -0.5404
N -0.2374 -2.6016 -1.0029
P 1.4406 1.0898 -0.9085
Se 3.5940 0.1714 -1.1827
C 1.6702 1.5677 0.8094
C 2.1698 0.5942 1.7391
C 2.9207 0.9241 2.8786
C 3.2596 2.2704 3.1351
C 2.6874 3.2519 2.3054
C 1.8629 2.9372 1.1893
C 1.0150 2.5096 -1.9084
C -0.3573 2.7303 -2.1485
C -0.7614 3.9273 -2.7827
C 0.2017 4.8149 -3.2411
C 1.5766 4.5110 -3.1737
C 1.9716 3.3637 -2.4407
H -4.4145 0.9824 -0.7905
H -4.7107 2.7050 0.9970
H -3.4486 2.4863 3.0257
H -1.4157 0.9366 3.1758
H -1.0629 -0.6996 1.3028
H -3.9522 -1.8642 0.9628
H -5.5868 -3.7188 0.9875
H -5.8996 -5.2030 -0.9859
H -4.0320 -5.1932 -2.7379
H -2.6561 -3.0429 -2.9254
H 1.4694 -0.2700 1.9060
H 3.1491 0.1301 3.5636
H 3.8871 2.5158 3.9806
H 2.7767 4.3017 2.6615
H 1.3767 3.7327 0.6171
H -1.0762 1.9519 -1.8888
H -1.8252 4.1874 -2.8042
H -0.0805 5.7171 -3.7409
H 2.3536 5.1190 -3.5566
H 3.0436 3.2570 -2.2866



81
Properties=species:S:1:pos:R:3 method="wB97M-V/def2-TZVPD" total_charge=+1 homo_ev=-10.943 orbital_gap_ha=0.1787
C 6.5174 -1.2650 0.8636
C 5.4919 -0.2385 0.9421
C 3.9851 -0.7357 0.6980
C 2.7631 0.2197 1.1404
C 3.2156 0.7199 2.5820
C 2.3340 1.7094 3.4546
C 1.4855 -0.8527 1.1128
P 1.6667 -2.4547 0.0261
O 1.9344 -2.1567 -1.4605
N 0.0986 -0.1736 1.1039
P -0.7201 -0.1955 2.7062
N -1.3583 1.2061 3.1670
O -2.0270 -1.2845 2.8814
O 0.3131 -0.6237 4.0428
S -1.1404 -0.7315 -0.0052
O -0.7348 -0.8035 -1.4767
O -1.6036 -2.1783 0.1859
C -2.7317 0.2678 -0.0169
F -3.1881 0.3626 -1.3802
F -3.8162 -0.3683 0.6675
F -2.6191 1.5996 0.4354
C 0.5375 1.1588 0.4517
F 0.3873 2.3876 1.1966
C 2.1302 1.2746 0.0316
B 2.5912 2.8650 0.1039
C 3.9062 3.4515 0.8859
O 1.9073 3.9190 -0.6583
N 2.5550 0.9149 -1.3533
C 3.7221 1.6011 -1.9058
O 3.6115 2.2917 -2.9728
F 5.0818 1.4810 -1.4963
C 1.5509 1.0802 -2.4238
O 1.5242 0.1962 -3.3265
F 0.6513 2.1629 -2.6164
H 7.4692 -1.1710 0.2412
H 6.3444 -2.2716 1.4105
H 5.8369 0.8122 1.2187
H 3.9346 -1.6577 1.4099
H 3.9938 -1.0286 -0.4164
H 3.4062 -0.2360 3.2209
H 4.2335 1.2822 2.6209
H 2.6297 1.5373 4.5676
H 2.6383 2.8134 3.2585
H 1.2100 1.6699 3.4126
H 1.7744 -1.3978 2.1087
H 0.6137 -3.4009 0.2798
H 2.8420 -3.2128 0.4475
H -0.9076 1.5306 4.0445
H -1.5833 -2.1774 2.9870
H 0.5620 -1.5759 3.9444
H -0.2170 1.4317 -0.3936
H 4.7344 2.6592 1.0478
H 3.6590 4.0592 1.8234
H 4.3932 4.2148 0.1520
H 2.3115 4.0131 -1.5516
C -4.2401 2.7000 -3.5583
C -3.3133 2.9496 -4.7262
C -3.9150 4.1955 -5.3448
O -4.5187 4.9388 -4.2769
C -4.5683 4.1099 -3.1090
H -3.7965 2.0938 -2.7674
H -5.1489 2.1976 -3.9065
H -2.3037 3.1645 -4.3594
H -3.2514 2.1136 -5.4254
H -4.7016 3.9426 -6.0634
H -3.1696 4.8156 -5.8484
H -3.8210 4.4846 -2.4004
H -5.5551 4.1846 -2.6464
C -3.9004 -6.3300 0.3324
C -3.4182 -4.9556 -0.0734
C -3.7579 -4.1284 1.1503
O -3.6682 -5.0047 2.2823
C -3.5699 -6.3566 1.8113
H -3.4298 -7.1427 -0.2236
H -4.9838 -6.4000 0.1902
H -2.3328 -4.9727 -0.2239
H -3.8831 -4.5777 -0.9857
H -4.7840 -3.7485 1.1011
H -3.0800 -3.2833 1.2862
H -2.5426 -6.6970 1.9821
H -4.2476 -6.9952 2.3819



E_tot per entry: -4489.02993, -3138.95653, -9260.74528, -3297.88796, -7016.58762, -3443.20879 Ha